No. 1
# C30H52BrN3P2SSn

C30H52BrN3P2SSn as an isolated structure at a distorted geometry (wB97M-V/def2-TZVPD, the OMol25 dataset).

```
! RIJCOSX wB97M-V def2-TZVPD def2/J DEFGRID3
* xyz 2 1
N -4.840 -1.263 2.990
C -4.320 -0.192 3.591
C -4.224 1.058 2.978
C -4.696 1.196 1.644
C -5.289 0.062 1.034
C -5.310 -1.144 1.747
C -4.441 2.382 0.853
Sn 0.346 0.746 -0.717
P 2.961 0.387 -1.505
C -4.445 2.406 -0.532
C -3.259 2.852 -1.224
C -2.921 2.288 -2.483
C -1.599 2.287 -2.908
C -0.603 2.906 -2.121
C -0.950 3.606 -0.941
C -2.277 3.615 -0.532
Br 1.184 3.138 -2.933
H -4.056 3.239 1.419
H -5.238 1.973 -1.142
H -3.817 1.910 3.527
H -5.698 0.113 0.019
H -4.006 -0.318 4.622
H -5.739 -2.033 1.282
H -3.710 1.785 -3.055
H -2.556 4.162 0.369
H -1.325 1.830 -3.858
H -0.166 4.106 -0.376
P -0.235 -2.087 -0.621
C 3.505 2.067 -0.937
C 4.428 2.912 -1.816
H 4.002 1.894 0.033
H 2.577 2.625 -0.724
H 4.664 3.837 -1.268
H 5.382 2.410 -2.020
H 3.977 3.224 -2.767
C 2.537 0.156 -3.280
C 3.615 0.500 -4.295
H 1.674 0.812 -3.480
H 2.193 -0.890 -3.387
H 3.135 0.677 -5.267
H 4.155 1.414 -4.019
H 4.339 -0.313 -4.438
C 4.350 -0.762 -1.212
C 5.749 -0.213 -1.551
H 4.135 -1.646 -1.841
H 4.264 -1.074 -0.156
H 6.497 -1.017 -1.475
H 5.791 0.162 -2.587
H 6.073 0.593 -0.874
C 0.634 -3.609 -0.064
C 2.153 -3.557 -0.146
H 0.232 -4.417 -0.694
H 0.322 -3.830 0.964
H 2.564 -4.504 0.227
H 2.519 -3.418 -1.171
H 2.557 -2.751 0.479
C -0.236 -2.430 -2.437
C -1.233 -1.591 -3.228
H -0.464 -3.504 -2.527
H 0.795 -2.285 -2.795
H -1.100 -1.791 -4.300
H -2.267 -1.848 -2.963
H -1.093 -0.512 -3.061
C -1.970 -2.588 -0.222
C -2.247 -2.878 1.248
H -2.165 -3.473 -0.850
H -2.630 -1.779 -0.571
H -3.314 -3.091 1.392
H -1.689 -3.742 1.633
H -2.014 -2.003 1.870
C 1.116 2.376 2.977
N 0.571 1.220 3.703
C 0.619 1.305 5.167
C 0.655 -0.020 3.157
S 1.472 -0.302 1.680
N 0.190 -1.082 3.882
C -1.066 -0.965 4.622
C 0.632 -2.434 3.529
H 0.941 3.267 3.590
H 0.624 2.491 2.001
H 2.202 2.285 2.814
H -0.393 1.410 5.577
H 1.093 0.407 5.583
H 1.199 2.184 5.460
H -1.712 -1.826 4.407
H -0.856 -0.965 5.700
H -1.596 -0.048 4.337
H 0.194 -2.777 2.578
H 1.729 -2.452 3.448
H 0.317 -3.118 4.326
*
```

Values from the calculation:
Total energy (eV): -141695.4917
Energy relative to the best compared isomer or geometry (same formula, charge and spin) (kcal per mole): 0.0
Max |F| (hartree/bohr): 0.051

Mulliken atomic charge list, values in e, 2 entries:
1. N -0.543
2. C -0.742

---

No. 2
# C6H11NO2S2

One molecule with the formula C6H11NO2S2 at a distorted geometry (wB97M-V/def2-TZVPD, the OMol25 dataset).

```
! RIJCOSX wB97M-V def2-TZVPD def2/J DEFGRID3
* xyz 0 1
C -0.750 -0.774 -2.023
C 1.405 0.424 0.741
C 0.788 0.138 2.171
C -1.064 -1.601 1.128
C 0.315 0.506 -0.250
C 0.538 -0.110 -1.684
N -1.307 -2.846 0.615
O -1.777 0.057 -2.404
O -0.970 -1.958 -2.072
S 0.152 -1.523 2.351
S -0.719 1.946 -0.237
H 1.967 1.471 0.873
H 2.078 -0.322 0.515
H 1.453 0.189 2.951
H -0.075 0.901 2.476
H -1.909 -0.727 1.074
H 1.245 -0.897 -1.452
H 0.869 0.580 -2.362
H -2.090 -2.984 -0.061
H -0.491 -3.370 0.544
H -1.521 0.964 -2.293
H -0.232 2.433 -1.467
*
```

Values from the calculation:
Total energy (eV): -33652.6501
Energy relative to the best compared isomer or geometry (same formula, charge and spin) (kcal per mole): 49.0
Max |F| (hartree/bohr): 0.096

Mulliken atomic charge list, values in e, 2 entries:
1. C 0.666
2. C -0.779

---

No. 3
# C40H106O13

A 13-piece molecular cluster, C40H106O13 overall at a distorted geometry (wB97M-V/def2-TZVPD, the OMol25 dataset).

```
! RIJCOSX wB97M-V def2-TZVPD def2/J DEFGRID3
* xyz 0 1
C 8.872 -23.921 -20.080
C 8.198 -22.526 -20.459
O 7.368 -21.990 -19.371
C 6.830 -20.687 -19.676
C 6.109 -20.266 -18.380
H 9.788 -23.813 -19.499
H 8.229 -24.464 -19.387
H 9.169 -24.436 -20.993
H 8.937 -21.791 -20.779
H 7.492 -22.584 -21.287
H 7.608 -19.966 -19.924
H 6.195 -20.900 -20.536
H 5.578 -21.173 -18.090
H 5.364 -19.489 -18.551
H 6.810 -19.870 -17.645
C 11.951 -14.008 -19.214
C 12.783 -13.393 -20.307
O 12.393 -13.850 -21.614
C 11.569 -12.977 -22.402
C 10.969 -13.759 -23.599
H 12.265 -15.044 -19.083
H 12.341 -13.486 -18.340
H 10.890 -13.928 -19.451
H 12.795 -12.317 -20.131
H 13.815 -13.712 -20.163
H 10.750 -12.417 -21.950
H 12.228 -12.228 -22.841
H 11.809 -14.025 -24.240
H 10.286 -13.185 -24.225
H 10.513 -14.702 -23.297
C 19.044 -21.500 -23.412
C 18.283 -22.808 -23.178
O 18.226 -22.983 -21.755
C 17.991 -24.332 -21.453
C 18.457 -24.442 -20.042
H 19.026 -21.161 -24.447
H 18.705 -20.685 -22.773
H 20.133 -21.555 -23.379
H 17.274 -22.655 -23.559
H 18.721 -23.647 -23.720
H 16.972 -24.712 -21.518
H 18.506 -25.084 -22.052
H 18.416 -25.420 -19.562
H 17.899 -23.686 -19.491
H 19.465 -24.063 -19.873
C 7.975 -28.201 -23.018
C 8.632 -26.861 -23.461
O 9.962 -26.945 -23.032
C 10.789 -25.830 -23.331
C 12.081 -25.945 -22.512
H 6.907 -28.041 -23.167
H 8.295 -28.989 -23.698
H 8.190 -28.532 -22.002
H 8.659 -26.875 -24.551
H 8.034 -26.013 -23.128
H 11.032 -25.978 -24.383
H 10.221 -24.900 -23.286
H 12.357 -26.999 -22.543
H 11.976 -25.586 -21.488
H 12.891 -25.394 -22.989
C 15.951 -15.689 -23.317
C 15.456 -14.210 -22.938
O 16.371 -13.361 -23.493
C 15.836 -12.726 -24.672
C 14.891 -11.613 -24.390
H 15.978 -15.770 -24.404
H 16.907 -15.954 -22.865
H 15.310 -16.461 -22.891
H 14.478 -14.292 -23.414
H 15.438 -14.037 -21.862
H 16.694 -12.410 -25.264
H 15.288 -13.381 -25.351
H 15.142 -11.072 -23.477
H 13.907 -12.070 -24.284
H 14.765 -10.927 -25.228
C 9.378 -18.646 -21.761
C 8.717 -18.388 -23.061
O 7.495 -19.098 -23.066
C 7.081 -19.574 -24.356
C 5.891 -20.517 -24.449
H 10.136 -17.896 -21.535
H 8.621 -18.577 -20.980
H 9.852 -19.628 -21.751
H 8.578 -17.319 -23.224
H 9.488 -18.598 -23.802
H 6.767 -18.711 -24.943
H 7.942 -20.030 -24.844
H 6.201 -21.528 -24.185
H 5.564 -20.565 -25.488
H 4.939 -20.312 -23.959
C 13.562 -25.415 -17.769
C 14.381 -24.771 -18.903
O 13.937 -23.477 -19.164
C 14.551 -22.881 -20.262
C 14.091 -21.431 -20.509
H 13.610 -24.912 -16.803
H 12.558 -25.571 -18.164
H 14.092 -26.353 -17.602
H 15.431 -24.734 -18.614
H 14.326 -25.442 -19.760
H 15.640 -22.915 -20.232
H 14.221 -23.411 -21.156
H 14.613 -20.653 -19.951
H 13.046 -21.300 -20.228
H 14.169 -21.209 -21.573
C 15.937 -20.849 -27.883
C 14.601 -21.544 -28.176
O 14.271 -22.253 -27.050
H 16.725 -21.513 -27.526
H 15.823 -20.131 -27.070
H 16.316 -20.351 -28.775
H 14.594 -22.124 -29.098
H 13.979 -20.682 -28.420
H 13.806 -21.637 -26.479
C 13.228 -17.072 -27.254
C 14.456 -16.509 -26.543
O 15.490 -16.175 -27.513
H 12.459 -17.231 -26.499
H 13.384 -18.001 -27.802
H 12.910 -16.347 -28.003
H 14.796 -17.374 -25.973
H 14.109 -15.711 -25.886
H 16.349 -15.969 -27.137
C 13.329 -19.190 -23.888
C 12.561 -20.424 -24.069
O 12.743 -20.713 -25.428
H 14.379 -19.477 -23.838
H 13.088 -18.765 -22.913
H 13.217 -18.436 -24.666
H 11.515 -20.182 -23.883
H 12.749 -21.252 -23.385
H 11.852 -20.690 -25.785
C 10.001 -21.211 -29.121
C 10.201 -21.616 -27.610
O 10.504 -20.444 -26.916
H 9.361 -20.355 -29.333
H 9.500 -22.013 -29.664
H 11.027 -21.254 -29.488
H 11.002 -22.341 -27.466
H 9.333 -22.118 -27.183
H 9.730 -19.878 -26.965
C 9.836 -17.229 -28.503
C 8.664 -17.274 -27.464
O 8.297 -18.593 -27.195
H 10.649 -17.786 -28.037
H 10.060 -16.183 -28.710
H 9.588 -17.749 -29.429
H 7.848 -16.736 -27.947
H 8.927 -16.775 -26.531
H 7.666 -18.939 -27.830
C 17.780 -17.886 -24.972
C 19.238 -17.499 -24.908
O 20.088 -18.683 -24.857
H 17.449 -18.362 -24.049
H 17.629 -18.747 -25.623
H 17.261 -17.011 -25.362
H 19.389 -16.880 -24.023
H 19.520 -16.882 -25.761
H 20.965 -18.442 -24.550
*
```

Values from the calculation:
Total energy (eV): -69808.3048
Energy relative to the best compared isomer or geometry (same formula, charge and spin) (kcal per mole): 48.0
Max |F| (hartree/bohr): 0.080

Mulliken atomic charge list, values in e, 2 entries:
1. C -1.014
2. C 0.292

---

No. 4
# C53H49Cl2F4GeN5S3Y

C53H49Cl2F4GeN5S3Y as an isolated structure at a distorted geometry (wB97M-V/def2-TZVPD, the OMol25 dataset).

```
! RIJCOSX wB97M-V def2-TZVPD def2/J DEFGRID3
* xyz -1 1
Y 1.388 0.433 1.769
N 1.511 -0.016 -0.610
S 1.249 -0.098 -2.035
N -0.309 -0.007 -2.740
S -1.403 -1.043 -2.557
N -1.694 -1.776 -1.261
S -1.768 -0.931 0.207
N -0.568 -0.711 0.949
C -2.702 0.557 -0.107
C -1.995 1.724 -0.400
C -2.714 2.892 -0.617
C -4.116 2.906 -0.573
C -4.808 1.754 -0.273
C -4.106 0.572 -0.033
C -2.955 -1.997 0.985
C -2.793 -2.184 2.347
C -3.698 -2.975 3.045
C -4.748 -3.566 2.378
C -4.894 -3.432 1.000
C -4.000 -2.639 0.297
C -2.841 -0.276 -3.240
C -2.856 1.053 -3.602
C -4.069 1.584 -4.023
C -5.196 0.784 -4.183
C -5.099 -0.565 -3.923
C -3.939 -1.104 -3.443
C -1.210 -2.365 -3.758
C -1.332 -2.026 -5.104
C -1.089 -2.970 -6.061
C -0.766 -4.262 -5.703
C -0.689 -4.606 -4.345
C -0.931 -3.689 -3.372
C 1.890 1.203 -2.952
C 1.109 2.330 -3.007
C 1.694 3.558 -3.284
C 3.018 3.588 -3.571
C 3.791 2.436 -3.576
C 3.235 1.221 -3.219
C 1.884 -1.560 -2.800
C 2.220 -2.561 -1.919
C 2.696 -3.777 -2.395
C 2.937 -3.913 -3.768
C 2.623 -2.879 -4.661
C 2.101 -1.682 -4.175
H -0.894 1.742 -0.397
H -2.123 3.777 -0.830
H -4.672 3.850 -0.693
H -5.894 1.743 -0.250
H -4.649 -0.335 0.192
H -1.982 -1.631 2.802
H -3.544 -3.074 4.110
H -5.482 -4.144 2.943
H -5.727 -3.911 0.498
H -4.053 -2.586 -0.781
H -1.950 1.655 -3.572
H -4.119 2.627 -4.294
H -6.096 1.236 -4.571
H -5.947 -1.222 -4.064
H -3.912 -2.154 -3.178
H -1.668 -1.025 -5.390
H -1.233 -2.750 -7.129
H -0.583 -5.041 -6.483
H -0.493 -5.619 -4.080
H -0.871 -3.935 -2.301
H 0.098 2.324 -2.709
H 1.100 4.446 -3.209
H 3.525 4.518 -3.651
H 4.854 2.551 -3.696
H 3.883 0.359 -3.131
H 1.993 -2.426 -0.849
H 2.968 -4.555 -1.687
H 3.377 -4.815 -4.173
H 2.797 -2.970 -5.751
H 1.866 -0.864 -4.833
Cl 2.548 3.145 -0.060
C 1.150 4.493 -0.427
Cl -0.738 2.930 2.359
H 0.312 4.112 0.238
H 1.588 5.300 0.190
F 5.821 -2.809 0.000
C 5.456 -1.781 0.811
C 4.190 -1.257 0.729
C 3.808 -0.207 1.593
C 4.738 0.288 2.508
C 5.968 -0.348 2.588
F 6.882 0.039 3.534
C 6.381 -1.406 1.777
C 4.318 1.470 3.318
C 5.209 2.220 4.126
C 4.728 3.294 4.857
C 3.389 3.601 4.783
C 2.563 2.839 3.970
N 2.996 1.768 3.280
H 3.554 -1.604 -0.048
H 7.330 -1.884 1.884
H 6.281 1.978 4.136
H 5.400 3.890 5.415
H 2.949 4.429 5.343
H 1.507 3.096 3.838
F 0.319 -1.965 3.594
C 1.652 -1.526 3.308
F 2.061 -1.010 4.574
H 2.232 -2.444 3.258
C 0.285 1.946 6.600
Ge -1.056 1.571 5.257
C -1.848 -0.149 5.657
C -2.430 2.910 5.510
C -0.412 1.420 3.429
H -0.200 1.769 7.573
H 0.554 3.019 6.547
H 1.174 1.307 6.555
H -1.569 -0.494 6.702
H -1.494 -0.873 4.910
H -2.942 -0.108 5.575
H -2.836 2.913 6.516
H -3.244 2.744 4.781
H -2.018 3.886 5.349
H -1.177 0.729 3.034
*
```

Values from the calculation:
Total energy (eV): -189177.2737
Energy relative to the best compared isomer or geometry (same formula, charge and spin) (kcal per mole): 107.6
Max |F| (hartree/bohr): 0.040

Mulliken atomic charge list, values in e, 2 entries:
1. Y 0.327
2. N 1.000

---

No. 5
# C4H13NO

A 2-piece molecular cluster, C4H13NO overall at a distorted geometry (wB97M-V/def2-TZVPD, the OMol25 dataset).

```
! RIJCOSX wB97M-V def2-TZVPD def2/J DEFGRID3
* xyz 0 1
C -0.302 -1.420 -0.507
C 0.856 -0.456 -0.265
C 1.377 0.077 -1.595
C 0.407 0.721 0.604
N 0.273 0.350 2.010
H -1.015 -1.109 -1.272
H -0.827 -1.614 0.439
H 0.063 -2.405 -0.782
H 1.658 -1.007 0.244
H 2.248 0.714 -1.461
H 1.659 -0.722 -2.293
H 0.590 0.686 -2.056
H -0.507 1.108 0.163
H 1.176 1.497 0.524
H 0.631 1.016 2.670
H 0.550 -0.590 2.246
O -3.103 1.329 0.199
H -3.105 1.302 1.162
H -2.626 0.524 -0.030
*
```

Values from the calculation:
Total energy (eV): -7896.3296
Energy relative to the best compared isomer or geometry (same formula, charge and spin) (kcal per mole): 7.6
Max |F| (hartree/bohr): 0.026

Mulliken atomic charge list, values in e, 2 entries:
1. C -1.428
2. C 0.691

---

No. 6
# C5H9NO

One molecule with the formula C5H9NO (wB97M-V/def2-TZVPD, the OMol25 dataset).

```
! RIJCOSX wB97M-V def2-TZVPD def2/J DEFGRID3
* xyz 0 1
C -1.357 0.037 1.293
C -1.172 0.077 -0.201
N -0.870 1.406 -0.725
C 0.093 0.321 -0.930
C 1.404 0.269 -0.184
C 1.845 -1.181 -0.098
O 1.163 -2.114 -0.453
H -0.961 0.959 1.731
H -2.432 0.019 1.505
H -0.893 -0.836 1.757
H -1.877 -0.521 -0.774
H -1.491 1.546 -1.514
H 0.176 -0.118 -1.926
H 1.298 0.649 0.841
H 2.215 0.852 -0.641
H 2.858 -1.363 0.317
*
```

Values from the calculation:
Total energy (eV): -8867.0644
Energy relative to the best compared isomer or geometry (same formula, charge and spin) (kcal per mole): 49.5
Max |F| (hartree/bohr): 0.014

Mulliken atomic charge list, values in e, 2 entries:
1. C -1.430
2. C 0.076